[1]
Formula: C2H5N4
Source: OMol25
Level of theory: ωB97M-V/def2-TZVPD

```
11
Properties=species:S:1:pos:R:3:nbo_charge:R:1
H 1.51279 1.68258 0.87015 0.397
N 0.97781 1.09981 0.32332 -0.647
C 1.16114 -0.15435 0.30245 0.288
N 0.18644 -0.86443 -0.34922 -0.514
C -1.05680 -0.30043 -0.65038 -0.158
N -1.42742 0.49064 0.44627 0.045
N -0.99529 1.26158 1.15078 0.353
H 2.02239 -0.74460 0.51737 0.221
H 0.16812 -1.78272 -0.17566 0.408
H -1.86104 -1.04896 -0.88833 0.290
H -0.68814 0.36087 -1.54673 0.316
```

Results
Net charge: +1
Highest occupied orbital energy in eV: -15.487
Energy above the lowest of the compared OMol25 structures with the same formula, charge and spin in eV: 2.1599
Total energy in eV: -8105.567

=====

[2]
Formula: C5H11NO2
Source: OMol25
Level of theory: ωB97M-V/def2-TZVPD

```
19
Properties=species:S:1:pos:R:3:nbo_charge:R:1
O -0.73059 -1.51418 1.25099 -0.670
C -0.02262 -1.55270 0.06338 -0.178
C 0.20778 -0.43255 -0.78533 0.320
C 1.53854 0.22139 -0.61253 -0.490
C 1.77238 0.79558 0.84343 -0.590
N -0.97453 0.28339 -1.26813 -0.673
C -1.90542 0.82259 -0.29987 0.087
O -2.55846 -0.11255 0.49651 -0.754
H 0.12745 -2.57487 -0.36421 0.220
H 0.49780 -1.15351 0.99203 0.442
H 1.66957 1.04431 -1.37245 0.231
H 2.38130 -0.51645 -0.86090 0.239
H 0.88683 1.47791 1.12218 0.216
H 1.81023 -0.03432 1.54384 0.201
H 2.63943 1.40877 0.89537 0.226
H -1.46677 -0.28254 -1.96357 0.386
H -2.68264 1.39891 -0.84686 0.176
H -1.37913 1.49365 0.30550 0.141
H -1.81115 -0.77282 0.86062 0.470
```

Results
Net charge: 0
Highest occupied orbital energy in eV: -8.442
Energy above the lowest of the compared OMol25 structures with the same formula, charge and spin in eV: 7.4036
Total energy in eV: -10941.863

=====

[3]
Formula: C84H216N14O28
Source: OMol25
Level of theory: ωB97M-V/def2-TZVPD

```
342
Properties=species:S:1:pos:R:3:lowdin_charge:R:1
C -7.34112 4.82023 -2.12409 -0.079
C -7.60697 3.33745 -1.92784 -0.338
O -8.71560 2.99599 -2.70374 -0.062
H -6.63295 5.09792 -2.90479 0.058
H -6.87441 5.30497 -1.26659 0.068
H -8.23666 5.39875 -2.35086 0.077
H -7.80103 3.11862 -0.87781 0.097
H -6.73590 2.71057 -2.11850 0.090
H -8.75058 2.04325 -2.81632 0.086
C 4.25900 5.39516 -3.68180 -0.066
C 5.43313 4.49294 -3.87039 -0.335
O 5.35267 3.40541 -2.98362 -0.123
H 3.37366 4.80897 -3.92808 0.066
H 4.36780 6.22513 -4.37996 0.078
H 4.18561 5.79701 -2.67124 0.065
H 6.43724 4.88799 -3.71608 0.099
H 5.36654 4.08899 -4.88058 0.105
H 6.24554 3.07999 -2.84765 0.009
C 1.62332 6.56266 -6.05066 -0.081
C 0.39326 6.44138 -5.11600 -0.300
O 0.89726 6.07095 -3.82735 -0.116
H 2.18028 5.62979 -6.13812 0.058
H 2.27825 7.33724 -5.65167 0.068
H 1.27473 6.82950 -7.04835 0.069
H -0.28296 5.72771 -5.58664 0.100
H -0.14930 7.38510 -5.06017 0.103
H 0.15838 6.10854 -3.21560 0.011
C 3.06777 1.88214 -0.89610 -0.093
O 1.80893 2.23136 -0.35142 -0.202
C 0.87293 2.95802 -1.21992 -0.124
C -0.52610 2.89466 -0.53350 -0.164
N -1.01491 1.55311 -0.23038 -0.055
C -2.14833 1.59968 0.65556 -0.169
C -2.56224 0.14577 0.98323 -0.161
O -1.52726 -0.73479 1.50857 -0.235
C -2.02662 -2.05138 1.85521 -0.069
H 3.53996 1.04923 -0.37513 0.069
H 3.82955 2.66066 -0.93737 0.059
H 2.88958 1.51218 -1.90579 0.086
H 0.90461 2.52089 -2.21792 0.091
H 1.15760 4.00843 -1.28077 0.108
H -1.19136 3.38384 -1.24500 0.096
H -0.42643 3.45439 0.39648 0.095
H -0.19068 1.08811 0.12249 0.098
H -2.95514 2.13651 0.15659 0.103
H -1.95656 2.10695 1.60107 0.097
H -3.03400 -0.39282 0.16136 0.107
H -3.37570 0.24468 1.70198 0.096
H -2.43646 -2.47219 0.93704 0.071
H -2.83035 -1.93839 2.58278 0.069
H -1.29479 -2.78908 2.18433 0.083
C -6.39141 -5.11151 -2.14573 -0.084
O -6.00698 -3.77489 -1.77614 -0.218
C -5.92307 -2.89021 -2.83555 -0.212
C -5.17033 -1.60886 -2.30181 -0.175
N -5.99042 -0.73427 -1.47776 -0.039
C -6.48175 -1.34053 -0.25302 -0.216
C -6.92869 -0.33219 0.76289 -0.262
O -5.83211 0.43167 0.98917 -0.205
C -6.03143 1.55215 1.85819 -0.058
H -7.31398 -5.19820 -2.71970 0.088
H -6.53726 -5.68325 -1.22925 0.079
H -5.60414 -5.64355 -2.67981 0.069
H -6.88613 -2.73520 -3.32195 0.123
H -5.34078 -3.35188 -3.63298 0.094
H -4.75383 -1.05930 -3.14597 0.104
H -4.22124 -1.85235 -1.82429 0.104
H -5.33974 -0.11315 -1.01850 0.080
H -5.62484 -1.88415 0.14482 0.109
H -7.27037 -2.07351 -0.42308 0.122
H -7.41107 -0.71589 1.66188 0.119
H -7.70903 0.29523 0.33217 0.121
H -6.85247 2.23392 1.63639 0.090
H -5.09940 2.11711 1.87346 0.064
H -6.21553 1.16604 2.86076 0.084
C 5.67614 -5.90636 -2.73000 -0.047
O 5.23791 -4.82755 -1.84827 -0.261
C 6.02825 -4.56658 -0.71829 -0.187
C 5.32250 -3.34822 -0.08163 -0.185
N 3.86643 -3.40717 0.11875 -0.029
C 3.25532 -2.17623 0.52974 -0.225
C 1.79596 -2.10669 0.37392 -0.227
O 1.26932 -2.31933 -0.92132 -0.195
C -0.18104 -2.18733 -0.97946 -0.046
H 6.51786 -5.64944 -3.37312 0.087
H 4.85693 -6.12905 -3.41367 0.087
H 5.87297 -6.80252 -2.14156 0.086
H 6.95299 -4.07742 -1.02437 0.115
H 6.26273 -5.44240 -0.11326 0.124
H 5.52605 -2.48435 -0.71439 0.096
H 5.77242 -2.98683 0.84307 0.105
H 3.38636 -3.80294 -0.67686 0.061
H 3.62810 -1.37722 -0.11114 0.101
H 3.49986 -1.92658 1.56220 0.120
H 1.44087 -1.17771 0.82003 0.109
H 1.37317 -2.84908 1.05083 0.121
H -0.50795 -1.21495 -0.61106 0.069
H -0.63125 -2.93569 -0.32727 0.072
H -0.54412 -2.37274 -1.99035 0.077
C -2.39861 -0.84003 5.76363 -0.099
O -3.53980 -1.67087 5.68041 -0.217
C -4.67761 -1.01457 5.07235 -0.162
C -5.75825 -2.06827 4.64694 -0.150
N -5.23745 -2.98858 3.61643 -0.056
C -6.21397 -3.85194 3.07478 -0.194
C -5.51317 -4.65438 1.93891 -0.184
O -4.65102 -5.62189 2.45759 -0.215
C -3.73980 -6.17628 1.56497 -0.109
H -2.65676 0.06581 6.31218 0.074
H -2.04712 -0.65944 4.74779 0.071
H -1.63637 -1.33290 6.36710 0.089
H -4.28920 -0.44667 4.22693 0.104
H -5.08402 -0.29680 5.78491 0.106
H -6.56459 -1.50078 4.18231 0.105
H -6.20414 -2.60491 5.48438 0.104
H -4.40995 -3.49639 3.89478 0.073
H -7.05956 -3.27181 2.70530 0.117
H -6.57238 -4.45940 3.90583 0.092
H -4.90385 -3.95005 1.37256 0.114
H -6.28631 -5.11949 1.32732 0.119
H -4.26024 -6.53830 0.67830 0.063
H -3.30821 -6.99903 2.13499 0.089
H -2.93078 -5.50361 1.28016 0.086
C 0.50964 -3.87779 4.73953 -0.118
O -0.03976 -4.77314 3.82212 -0.209
C -1.08605 -5.61825 4.26453 -0.191
C -2.23207 -4.88280 4.97064 -0.223
N -3.33926 -5.75757 5.14534 -0.042
C -4.20206 -5.19400 6.15268 -0.215
C -5.55506 -5.83283 6.21957 -0.211
O -6.45206 -4.88111 6.77201 -0.206
C -7.84921 -5.10474 6.53305 -0.095
H 0.93692 -4.49323 5.53122 0.094
H -0.18194 -3.09524 5.05165 0.069
H 1.33806 -3.29856 4.33171 0.083
H -0.62455 -6.38687 4.88448 0.123
H -1.49041 -6.12436 3.38792 0.099
H -2.54628 -4.02171 4.38083 0.107
H -1.82810 -4.58836 5.93926 0.124
H -3.93171 -5.82434 4.33008 0.073
H -4.28251 -4.11140 6.05466 0.097
H -3.71980 -5.24890 7.12865 0.126
H -5.67996 -6.75729 6.78338 0.123
H -5.92086 -6.16042 5.24644 0.110
H -8.10373 -4.73827 5.53856 0.069
H -8.56092 -4.57576 7.16690 0.082
H -8.08098 -6.16110 6.66905 0.085
C 4.34745 4.93054 3.00606 -0.122
O 4.73943 5.49194 1.77632 -0.199
C 5.45589 4.51401 0.96862 -0.158
C 6.03387 5.21479 -0.29299 -0.178
N 7.30732 5.92329 -0.08411 -0.050
C 7.86474 6.41109 -1.31345 -0.231
C 9.03547 7.36380 -1.17463 -0.202
O 10.05350 6.90926 -0.25903 -0.189
C 11.02679 7.90023 -0.09435 -0.133
H 5.20279 4.64870 3.62011 0.084
H 3.75432 4.02185 2.90325 0.063
H 3.66781 5.63919 3.47936 0.090
H 4.72540 3.75926 0.67735 0.104
H 6.31417 4.12088 1.51351 0.107
H 5.32455 6.00352 -0.54373 0.110
H 6.01266 4.52360 -1.13555 0.084
H 8.01086 5.50073 0.50460 0.104
H 7.12656 6.97267 -1.88601 0.125
H 8.12536 5.55269 -1.93257 0.083
H 8.63406 8.33150 -0.87378 0.122
H 9.48368 7.45989 -2.16356 0.119
H 10.69380 8.81702 0.39219 0.093
H 11.45857 8.04871 -1.08411 0.082
H 11.87851 7.43882 0.40542 0.087
C 8.57136 0.54396 -6.15781 -0.093
O 8.83521 1.17158 -4.88588 -0.213
C 8.50966 2.57392 -4.86873 -0.176
C 8.85693 2.98158 -3.39307 -0.194
N 7.96057 2.34411 -2.47430 -0.063
C 8.43817 2.45807 -1.08708 -0.148
C 7.51389 1.56340 -0.21796 -0.179
O 7.67974 0.16585 -0.49303 -0.182
C 7.63847 -0.70577 0.60033 -0.115
H 8.71521 -0.52026 -5.97118 0.088
H 9.27430 0.91733 -6.90251 0.084
H 7.55341 0.65271 -6.53206 0.081
H 7.45888 2.69800 -5.13060 0.098
H 9.12281 3.19247 -5.52413 0.119
H 8.65433 4.04966 -3.31388 0.092
H 9.91463 2.81940 -3.18552 0.123
H 7.96950 1.34933 -2.64874 0.102
H 8.35698 3.47829 -0.71204 0.102
H 9.45961 2.09545 -0.97187 0.125
H 6.46680 1.86500 -0.24527 0.117
H 7.88269 1.74436 0.79166 0.101
H 6.68697 -0.79089 1.12522 0.073
H 8.33940 -0.30722 1.33378 0.086
H 7.94444 -1.71329 0.31857 0.086
C -6.76346 2.81030 6.16806 -0.107
O -5.54509 2.23062 5.76418 -0.208
C -4.38437 3.02280 6.01465 -0.193
C -4.00094 3.75468 4.72587 -0.198
N -4.91523 4.88167 4.50667 -0.058
C -4.35625 5.70743 3.44655 -0.199
C -3.90883 5.10407 2.08271 -0.183
O -2.65203 4.47749 2.27825 -0.233
C -1.55909 5.28301 1.88460 -0.105
H -7.60691 2.17029 5.90908 0.090
H -6.83817 3.79423 5.70501 0.069
H -6.73427 2.99558 7.24180 0.082
H -3.52725 2.41887 6.31251 0.098
H -4.48581 3.75067 6.81964 0.121
H -3.98789 3.13573 3.82874 0.111
H -2.99784 4.12615 4.93537 0.095
H -5.00171 5.48731 5.31030 0.109
H -3.59228 6.39084 3.81721 0.114
H -5.22944 6.32918 3.24891 0.111
H -3.91496 5.88504 1.32234 0.120
H -4.53849 4.32312 1.65641 0.107
H -1.60680 6.20471 2.46451 0.090
H -1.52995 5.50580 0.81801 0.068
H -0.61764 4.84540 2.21668 0.076
C -3.93670 3.41412 -2.11315 -0.056
O -3.29931 4.70093 -1.93811 -0.220
C -3.00847 5.47490 -3.10407 -0.184
C -2.48132 6.82360 -2.58440 -0.203
N -1.20036 6.61682 -2.00755 -0.091
C -0.63360 7.73522 -1.28516 -0.187
C 0.72732 7.42308 -0.75377 -0.174
O 0.68830 6.35817 0.25485 -0.232
C 1.97973 5.97514 0.73986 -0.082
H -3.12071 2.78933 -2.47633 0.056
H -4.77920 3.48742 -2.80084 0.077
H -4.28749 3.02923 -1.15559 0.077
H -3.85018 5.61526 -3.78225 0.120
H -2.25694 4.98209 -3.72087 0.109
H -3.14666 7.32326 -1.88029 0.118
H -2.44450 7.51560 -3.42575 0.118
H -1.25024 5.77479 -1.45203 0.096
H -1.33842 7.89481 -0.46915 0.123
H -0.58412 8.59501 -1.95330 0.135
H 0.97333 8.36305 -0.25977 0.122
H 1.46525 7.13798 -1.50362 0.118
H 2.38771 6.93300 1.06259 0.091
H 2.62763 5.62543 -0.06390 0.079
H 1.86276 5.25392 1.54872 0.087
C 6.51915 1.78969 3.61363 -0.080
O 5.32465 1.55938 2.80685 -0.232
C 4.44168 0.61676 3.39185 -0.217
C 3.01547 0.93610 2.92864 -0.185
N 2.10152 0.12948 3.76097 -0.039
C 0.68541 0.36220 3.37501 -0.173
C 0.07433 1.75083 3.75379 -0.153
O 0.71826 2.34064 4.94043 -0.203
C -0.24499 2.93206 5.80937 -0.105
H 6.07999 2.23697 4.50535 0.083
H 7.33636 2.39723 3.22482 0.076
H 6.93566 0.80528 3.82707 0.081
H 4.51561 0.66662 4.47820 0.118
H 4.66954 -0.40168 3.07729 0.108
H 2.92291 0.57899 1.90296 0.095
H 2.81628 2.00751 2.95116 0.106
H 2.12382 0.49502 4.70223 0.090
H 0.12351 -0.44858 3.83869 0.090
H 0.55349 0.22006 2.30240 0.081
H -1.00902 1.71734 3.86930 0.102
H 0.21001 2.50861 2.98213 0.102
H -0.89259 3.65870 5.31873 0.069
H 0.31720 3.44030 6.59278 0.087
H -0.80350 2.15093 6.32512 0.078
C 1.11895 -5.59645 -0.63482 -0.126
O 0.39558 -6.74685 -0.70137 -0.215
C 0.52635 -7.51976 0.47664 -0.177
C -0.34888 -8.78770 0.36170 -0.186
N -1.79506 -8.55093 0.18372 -0.057
C -2.56866 -9.75842 0.48646 -0.189
C -4.07596 -9.55617 0.04168 -0.196
O -4.93598 -10.49763 0.62865 -0.181
C -4.62329 -11.83999 0.29888 -0.118
H 0.72362 -4.91678 0.12007 0.090
H 0.95683 -4.94011 -1.48983 0.067
H 2.20059 -5.72851 -0.66138 0.097
H 0.22726 -6.96307 1.36475 0.116
H 1.57049 -7.78338 0.64505 0.124
H -0.15221 -9.45109 1.20392 0.117
H 0.02901 -9.35621 -0.48806 0.113
H -1.91518 -8.25353 -0.77400 0.058
H -2.50241 -10.03450 1.53884 0.122
H -2.03427 -10.53818 -0.05623 0.102
H -4.18309 -9.52869 -1.04269 0.122
H -4.43485 -8.61184 0.45100 0.096
H -5.36112 -12.56757 0.63702 0.089
H -3.60952 -12.09771 0.60541 0.072
H -4.51378 -12.03858 -0.76727 0.083
C -1.19253 -0.37865 -4.83019 -0.052
C -0.95072 0.70148 -3.78792 -0.428
C -1.18022 2.11955 -4.34430 -0.165
O -0.33909 2.50100 -5.47310 -0.176
C 1.00032 2.70280 -5.09783 -0.123
N -1.91804 0.37261 -2.75473 0.061
H -0.91991 -1.36798 -4.46277 0.052
H -0.52939 -0.14122 -5.66203 0.078
H -2.22984 -0.36527 -5.16474 0.084
H 0.03776 0.65711 -3.33072 0.117
H -1.11605 2.87919 -3.56524 0.092
H -2.17263 2.27922 -4.76587 0.127
H 1.21995 3.58360 -4.49448 0.059
H 1.55088 3.00923 -5.98725 0.088
H 1.41285 1.81141 -4.62523 0.082
H -1.76861 1.03433 -2.00647 0.019
H -1.59314 -0.49747 -2.35785 0.039
C -2.92971 -5.80263 -1.70535 -0.049
C -2.16260 -6.11618 -3.02030 -0.393
C -1.31216 -4.85061 -3.48477 -0.151
O -2.06478 -3.73322 -4.01617 -0.215
C -2.88034 -3.95306 -5.18368 -0.090
N -1.38249 -7.27945 -2.71639 0.048
H -3.53241 -6.63877 -1.35077 0.061
H -3.66179 -5.03627 -1.96001 0.058
H -2.22840 -5.41288 -0.96755 0.075
H -2.90219 -6.25896 -3.80815 0.119
H -0.57249 -5.21187 -4.19925 0.116
H -0.73713 -4.48678 -2.63326 0.084
H -3.28498 -3.01828 -5.57169 0.086
H -3.73968 -4.53010 -4.84210 0.057
H -2.39945 -4.56252 -5.94880 0.089
H -0.76795 -7.14226 -1.92669 0.027
H -0.80453 -7.50494 -3.51340 0.079
C 1.96410 -2.03880 -4.52071 -0.051
C 3.31101 -2.57747 -4.04639 -0.398
C 4.23766 -1.49958 -3.45447 -0.187
O 4.40791 -0.37294 -4.30508 -0.174
C 5.60267 0.36786 -4.02247 -0.094
N 3.07877 -3.59346 -3.02133 0.068
H 1.51312 -1.52920 -3.66922 0.062
H 1.24826 -2.79934 -4.83254 0.076
H 2.08469 -1.23773 -5.24999 0.077
H 3.80166 -3.08891 -4.87452 0.135
H 5.22030 -1.95903 -3.34759 0.115
H 3.88966 -1.18166 -2.47165 0.113
H 6.47812 -0.28132 -4.00627 0.081
H 5.53522 0.72011 -2.99317 0.071
H 5.85675 1.25662 -4.60010 0.071
H 3.89658 -4.11015 -2.73095 0.023
H 2.66601 -3.09038 -2.24890 0.027
```

Results
Net charge: 0
Highest occupied orbital energy in eV: -8.305
Energy above the lowest of the compared OMol25 structures with the same formula, charge and spin in eV: 0.0000
Total energy in eV: -168782.324

=====

What did the first record say?
Formula: C2H5N4
Source: OMol25
Level of theory: ωB97M-V/def2-TZVPD

```
11
Properties=species:S:1:pos:R:3:nbo_charge:R:1
H 1.51279 1.68258 0.87015 0.397
N 0.97781 1.09981 0.32332 -0.647
C 1.16114 -0.15435 0.30245 0.288
N 0.18644 -0.86443 -0.34922 -0.514
C -1.05680 -0.30043 -0.65038 -0.158
N -1.42742 0.49064 0.44627 0.045
N -0.99529 1.26158 1.15078 0.353
H 2.02239 -0.74460 0.51737 0.221
H 0.16812 -1.78272 -0.17566 0.408
H -1.86104 -1.04896 -0.88833 0.290
H -0.68814 0.36087 -1.54673 0.316
```

Results
Net charge: +1
Highest occupied orbital energy in eV: -15.487
Energy above the lowest of the compared OMol25 structures with the same formula, charge and spin in eV: 2.1599
Total energy in eV: -8105.567